Below is a 9-piece molecular cluster, C19H56N4O9 overall, with properties calculated with ωB97M-V/def2-TZVPD.

## Properties
- Frontier orbital gap: 9.07 eV
- Multiplicity: 1
- Energy above the lowest of the compared OMol25 structures with the same formula, charge and spin: 186.9 kcal per mole
- Max |F|: 10.64 eV Å⁻¹
- Calculated total energy: -1653.4013 Eh

```
88
C19H56N4O9 | the OMol25 dataset | ωB97M-V/def2-TZVPD
N 3.2239 -1.4325 1.4169
C 3.2529 -2.6985 1.1379
N 3.8499 -3.3925 2.0409
O 2.8709 -3.3415 -0.0421
H 2.8139 -0.9485 0.5699
H 2.8049 -1.0025 2.2679
H 3.8119 -4.4065 2.0729
H 4.2319 -2.9625 2.9299
N -0.0261 1.5685 2.5389
C -0.9951 1.8085 3.4739
N -0.7431 2.9385 4.1539
O -2.1081 0.9665 3.6079
H 0.6069 2.3665 2.3809
H -0.3471 0.8655 1.8789
H -1.5811 3.1965 4.7399
H 0.2469 3.3425 4.2989
C -1.3651 -2.4405 2.8989
C -0.3101 -3.4895 3.0869
C -1.0501 -4.8415 3.1209
O 0.5199 -3.5525 2.1689
H -0.9641 -1.4665 2.7889
H -2.0661 -2.3335 3.7399
H -2.0601 -2.5975 2.0589
H 0.2029 -3.3365 4.0789
H -0.3551 -5.6735 3.2759
H -1.7161 -5.0755 2.3099
H -1.5531 -4.8985 4.0819
H 1.2889 -3.1165 2.4849
C 0.5759 3.9605 -1.9041
C -0.7841 4.3065 -1.1891
C -1.5301 3.1315 -0.7391
O -0.6021 5.0905 -0.2131
H 0.5249 2.9505 -2.2841
H 1.4339 4.1005 -1.2751
H 0.8159 4.6185 -2.7991
H -1.3681 4.8625 -1.9631
H -0.8981 2.4785 -0.0281
H -1.7961 2.5535 -1.5711
H -2.4571 3.5345 -0.1991
H -1.1611 5.8925 -0.1741
C -2.3431 -0.0725 0.6779
C -1.2921 -0.9725 0.0479
C -1.1001 -0.5035 -1.3961
O -0.1691 -0.9805 0.5849
H -2.6271 -0.4215 1.6849
H -3.2281 -0.2045 0.1389
H -2.0441 0.9465 0.8089
H -1.8401 -1.9425 0.0379
H -0.4191 -1.2585 -1.8671
H -0.7221 0.5015 -1.4421
H -2.0271 -0.6315 -1.9501
H -0.1811 -1.5925 1.2769
C -0.3891 1.1875 -4.6861
C 0.7299 0.1195 -4.6381
C 0.5459 -0.9285 -5.6941
O 1.9049 0.5065 -4.7061
H -0.4821 1.4575 -5.7851
H -0.0471 1.9455 -4.0441
H -1.2651 0.6735 -4.4401
H 0.6129 -0.2855 -3.5931
H -0.4601 -1.4285 -5.5801
H 1.2309 -1.8125 -5.5891
H 0.6379 -0.5365 -6.6721
H 2.4949 -0.1995 -4.4341
C 2.1309 1.5415 0.1019
C 2.2839 0.6565 -1.1811
C 3.7749 0.6655 -1.4591
O 1.9299 -0.5755 -1.1051
H 2.4979 2.5715 -0.1401
H 2.7229 1.0615 0.8939
H 1.0899 1.5535 0.3789
H 1.8239 1.1785 -1.9531
H 4.3649 0.1935 -0.6671
H 4.1779 1.6275 -1.4031
H 4.0729 0.2235 -2.3881
H 1.0349 -0.5705 -0.6651
C 0.1559 -3.9555 -1.3571
O -0.7091 -4.1505 -0.2821
H 0.8219 -3.2315 -1.1371
H -0.3501 -3.8435 -2.4001
H 0.6779 -4.8105 -1.5861
H -0.2051 -3.8125 0.5239
C -4.0131 2.8945 2.3439
O -4.7371 3.9915 3.0549
H -4.4361 2.8035 1.2979
H -4.1771 1.9385 2.9239
H -3.0091 3.1455 2.2769
H -4.6861 3.8075 3.9619
```


Below is a 9-piece molecular cluster, C19H59F3N5O12S overall, with properties calculated with ωB97M-V/def2-TZVPD.

## Properties
- Frontier orbital gap: 5.79 eV
- Multiplicity: 1
- Energy above the lowest of the compared OMol25 structures with the same formula, charge and spin: 117.7 kcal per mole
- Max |F|: 3.67 eV Å⁻¹
- Calculated total energy: -2633.1823 Eh
- Charge: +1

```
99
C19H59F3N5O12S | the OMol25 dataset | ωB97M-V/def2-TZVPD
N 0.0787 -7.6574 0.3678
H -0.2521 -6.7164 0.2092
H 0.6988 -8.0789 -0.3090
H -0.6977 -8.2719 0.5671
H 0.6301 -7.6756 1.2138
N -6.2305 -4.9730 -5.5323
H -6.6590 -4.4288 -6.2673
H -5.5856 -4.3728 -5.0382
H -5.6395 -5.5991 -6.0604
H -6.7893 -5.5341 -4.9054
C -1.0378 -1.2931 -1.8679
F -1.3974 -0.4281 -2.9546
F 0.1028 -1.8689 -2.2990
F -0.8019 -0.6207 -0.7158
S -2.4554 -2.6460 -1.5997
O -3.6836 -2.0390 -0.9897
O -2.6767 -3.0661 -3.0464
O -1.7404 -3.5031 -0.6886
C -4.5115 -3.7076 5.1471
C -3.4674 -4.7019 4.7618
O -3.3765 -5.8526 5.6365
O -4.1696 -3.0877 6.2999
H -5.4780 -4.1771 5.3300
H -4.6417 -2.9530 4.3714
H -2.5060 -4.2149 4.5988
H -3.6859 -5.0390 3.7485
H -3.1725 -5.4523 6.4849
H -4.8105 -2.3884 6.4476
C -2.8629 3.4081 2.5436
C -2.6100 4.7707 3.2450
O -3.8244 5.4561 3.5232
O -3.7479 2.5378 3.2670
H -1.9653 2.8347 2.3122
H -3.2708 3.5295 1.5401
H -1.9638 5.3516 2.5868
H -2.1392 4.7189 4.2268
H -4.4856 4.9091 3.9535
H -4.4170 2.2309 2.6507
C -7.7559 0.9223 -2.5727
C -7.2129 1.4966 -1.2725
O -7.1863 0.5808 -0.1124
O -6.7484 0.0192 -3.0925
H -8.0507 1.7590 -3.2059
H -8.6413 0.4090 -2.1976
H -7.8478 2.3034 -0.9065
H -6.2378 1.9520 -1.4454
H -6.6276 -0.1714 -0.3214
H -6.2589 -0.2866 -2.3254
C 5.2260 -1.6493 2.9024
C 4.0248 -2.2479 3.6010
C 2.9606 -1.2291 4.0856
O 2.1657 -1.8429 5.1027
C 1.0560 -1.0021 5.3508
N 3.3958 -3.1346 2.7077
H 5.0294 -0.9688 2.0738
H 5.8599 -2.4940 2.6327
H 5.8527 -1.1163 3.6175
H 4.4180 -2.7013 4.5109
H 2.2829 -0.8377 3.3268
H 3.5209 -0.4475 4.5986
H 0.2857 -0.9392 4.5822
H 1.1987 0.0747 5.4421
H 0.5340 -1.4278 6.2077
H 2.5549 -3.2202 3.2605
H 3.1162 -2.8216 1.7890
C 5.0170 6.0854 2.9813
C 3.5700 6.1233 2.5976
C 3.0524 4.6415 2.3025
O 2.1444 4.7902 1.1994
C 2.8293 4.2840 0.0674
N 2.9020 6.6979 3.7025
H 5.0824 5.5307 3.9173
H 5.6166 6.9945 3.0290
H 5.5945 5.4005 2.3605
H 3.4352 6.7933 1.7484
H 2.4046 4.3940 3.1434
H 3.7899 3.8401 2.2597
H 3.0991 3.2291 0.1150
H 3.8180 4.6969 -0.1328
H 2.3195 4.4262 -0.8855
H 3.4235 7.5039 4.0161
H 1.8997 6.7060 3.5783
C 2.8199 1.2703 -6.6100
C 4.2910 0.7432 -6.4128
C 4.9858 0.2344 -7.7106
O 4.2617 -0.8506 -8.2870
C 4.8837 -1.2746 -9.4676
N 4.9298 1.8469 -5.8056
H 2.6924 2.0742 -7.3349
H 2.3492 1.7910 -5.7761
H 2.1020 0.5029 -6.8995
H 4.2472 -0.0808 -5.7008
H 5.9458 -0.1793 -7.4019
H 5.1435 1.1525 -8.2766
H 4.2960 -2.1437 -9.7631
H 5.9630 -1.3974 -9.3774
H 4.7089 -0.5099 -10.2244
H 4.8040 2.6964 -6.3372
H 5.9069 1.6084 -5.7134
```


Below is a 14-piece molecular cluster, C19H61BN28O14 overall, with properties calculated with ωB97M-V/def2-TZVPD.

## Properties
- Frontier orbital gap: 9.17 eV
- Multiplicity: 1
- Max |F|: 0.76 eV Å⁻¹
- Calculated total energy: -3372.5698 Eh

```
123
C19H61BN28O14 | the OMol25 dataset | ωB97M-V/def2-TZVPD
C -4.0315 -1.5891 1.6804
C -2.5442 -1.9380 1.9062
B -1.6097 -1.4282 0.7638
O -2.0463 -1.1844 -0.5024
C -0.0295 -1.0861 0.9676
C 0.7493 -1.8953 0.0639
N 1.3909 -2.5010 -0.6742
C 0.5306 -1.1774 2.4117
C 0.5246 0.1445 3.0148
N 0.4581 1.2111 3.4431
H -4.1929 -1.1430 0.7026
H -4.3936 -0.9077 2.4404
H -4.6348 -2.4887 1.7541
H -2.4213 -3.0124 2.0682
H -2.2219 -1.4605 2.8375
H -2.1977 -0.2155 -0.5406
H 0.0546 -0.0471 0.6386
H -0.0550 -1.8451 3.0412
H 1.5568 -1.5427 2.4285
C -2.0715 2.5568 -0.9265
O -2.2815 1.5832 -0.1886
N -2.8490 3.6565 -0.9118
N -1.0285 2.5792 -1.8001
H -2.6797 4.4299 -1.5348
H -3.6316 3.7008 -0.2757
H -0.4593 1.7560 -1.8593
H -0.7901 3.3702 -2.3875
C 0.1718 4.8591 -4.8840
O 0.1596 4.1110 -3.9084
N 1.2839 5.0317 -5.6388
N -0.9322 5.5681 -5.2490
H 1.3417 5.6321 -6.4389
H 2.1069 4.5183 -5.3926
H -1.7509 5.4657 -4.6702
H -0.9537 6.1828 -6.0395
C 4.9563 -4.3561 -1.6007
O 4.3435 -5.0416 -2.4107
N 6.3123 -4.4501 -1.4453
N 4.3511 -3.4570 -0.7841
H 6.8172 -3.9056 -0.7654
H 6.7988 -5.1130 -2.0182
H 3.3518 -3.3453 -0.8516
H 4.8664 -2.9180 -0.1118
C 0.3715 4.8249 1.9369
O 0.3231 6.0208 1.6942
N 0.3409 3.8695 0.9672
N 0.4581 4.3398 3.2162
H 0.3686 2.8857 1.1589
H 0.2625 4.1711 0.0136
H 0.4798 5.0114 3.9587
H 0.4850 3.3588 3.4338
C -7.6801 -0.4013 2.4099
O -6.7808 -1.0882 2.8468
N -8.3749 -0.7140 1.2754
N -8.0546 0.7674 3.0334
H -9.1151 -0.1513 0.9031
H -8.1117 -1.5558 0.7977
H -7.5628 1.0112 3.8729
H -8.7947 1.3572 2.7044
C 4.9137 5.5569 -6.0370
O 3.8746 5.4336 -6.6666
N 5.0037 5.3004 -4.6986
N 6.0729 5.9680 -6.6321
H 5.8528 5.4003 -4.1763
H 4.1747 5.0090 -4.2155
H 6.0389 6.1626 -7.6148
H 6.9387 6.0782 -6.1405
C 2.6092 -0.2320 6.7876
O 3.2390 -1.0608 6.1543
N 1.8426 0.7230 6.1956
N 2.6213 -0.2122 8.1651
H 1.3138 1.4062 6.7035
H 1.8065 0.7364 5.1916
H 3.1915 -0.8958 8.6270
H 2.1155 0.4583 8.7122
C 0.2780 -5.5022 -4.4059
O -0.5484 -5.9894 -5.1622
N 1.4653 -6.1219 -4.1357
N 0.0852 -4.3069 -3.7752
H 2.1713 -5.7487 -3.5236
H 1.6170 -7.0070 -4.5767
H -0.7770 -3.8280 -3.9526
H 0.7535 -3.8955 -3.1483
C -0.8964 -3.2913 8.1707
O -1.8306 -3.8844 7.6666
N -0.6863 -3.2773 9.5272
N 0.0198 -2.5920 7.4363
H 0.0773 -2.7982 9.9634
H -1.3396 -3.7818 10.0955
H -0.1015 -2.5828 6.4416
H 0.7967 -2.0966 7.8345
C -3.6930 6.8882 -3.0075
O -3.0943 5.8216 -2.9922
N -4.5802 7.2055 -3.9946
N -3.5154 7.8316 -2.0408
H -5.0825 8.0715 -4.0288
H -4.7358 6.5208 -4.7108
H -2.8633 7.6223 -1.3062
H -3.9950 8.7111 -2.0328
C -6.0404 4.5260 1.6353
O -4.9807 4.1832 1.1434
N -6.9926 3.6241 2.0214
N -6.3510 5.8411 1.8486
H -7.8680 3.8894 2.4295
H -6.7844 2.6494 1.8925
H -5.6627 6.5209 1.5864
H -7.2119 6.1479 2.2586
C 2.7304 -9.5797 -7.0270
O 1.8910 -10.0513 -7.7676
N 3.9256 -10.2089 -6.7811
N 2.5631 -8.3863 -6.3763
H 4.6318 -9.8384 -6.1751
H 4.0825 -11.0851 -7.2411
H 1.7011 -7.8949 -6.5416
H 3.2541 -7.9863 -5.7704
C 7.0083 -4.8599 2.1189
O 6.9221 -3.8207 1.4811
N 6.7312 -6.0701 1.5551
N 7.3785 -4.8781 3.4314
H 6.7856 -6.9387 2.0513
H 6.4413 -6.0672 0.5922
H 7.5792 -3.9961 3.8639
H 7.4496 -5.7175 3.9733
```


Below is a 10-piece molecular cluster, C19H61N17O10 overall, with properties calculated with ωB97M-V/def2-TZVPD.

## Properties
- Frontier orbital gap (spin up / spin down): 1.83 / 9.18 eV
- Multiplicity: 2
- Energy above the lowest of the compared OMol25 structures with the same formula, charge and spin: 0.0 kcal per mole
- Max |F|: 7.84 eV Å⁻¹
- Calculated total energy: -2443.8724 Eh
- Charge: -1

```
107
C19H61N17O10 | the OMol25 dataset | ωB97M-V/def2-TZVPD
C -11.4592 14.3788 0.3575
O -11.1045 15.4912 0.8267
N -10.6784 13.3423 0.3246
N -12.6744 14.0237 0.0985
H -9.7048 13.5143 0.5312
H -11.0665 12.4269 0.1469
H -13.4426 14.6217 0.3675
H -12.7859 13.1014 -0.2978
C -11.7044 9.8245 1.0582
O -11.5994 10.6644 0.2344
N -11.6457 8.5296 0.7798
N -12.1446 10.0866 2.2687
H -11.8839 7.8526 1.4904
H -11.7311 8.2917 -0.1981
H -12.1753 11.0701 2.4967
H -12.2005 9.4013 3.0085
C -4.1425 9.7414 4.4380
O -4.0589 8.5454 4.1510
N -4.8091 10.2999 5.4294
N -3.6218 10.7194 3.8138
H -4.4742 11.2399 5.5852
H -5.1994 9.7579 6.1870
H -3.9133 11.6816 3.9103
H -3.2322 10.4987 2.9084
C -11.0240 7.3091 4.4372
O -11.9475 7.5290 3.6785
N -10.3932 6.2310 4.3664
N -10.5262 8.1125 5.2942
H -10.6061 5.5361 3.6651
H -9.4663 6.1954 4.7661
H -10.9365 8.9707 5.6338
H -9.7537 7.6786 5.7789
C -6.7273 9.1122 8.4816
O -5.6145 9.0347 8.0235
N -7.1341 8.8666 9.7395
N -7.7510 9.0400 7.6820
H -6.4851 8.6777 10.4900
H -7.9165 9.3985 10.0932
H -7.6107 8.9404 6.6867
H -8.6029 8.6480 8.0569
C -2.9582 12.4047 0.5119
O -1.8015 12.6890 0.4016
N -3.4848 11.1868 0.3013
N -3.8606 13.1931 1.0077
H -4.4888 11.0779 0.3129
H -2.8542 10.4187 0.1212
H -4.8384 12.9840 0.8654
H -3.5605 14.1067 1.3164
C -6.5736 6.4824 5.2846
O -7.6612 6.0759 5.7035
N -6.2162 6.7308 4.0815
N -5.6690 6.9741 6.1230
H -6.8524 6.4722 3.3409
H -5.2670 7.0292 3.9081
H -4.9904 7.6109 5.7307
H -6.1340 7.1763 6.9965
C -8.8406 11.7924 2.6705
C -8.0959 10.4509 2.6659
C -6.6593 10.6866 2.1092
O -6.6336 11.3301 0.8706
C -7.3668 10.6629 -0.1411
N -8.0125 9.7975 4.0007
H -8.7092 12.2032 1.6694
H -8.2791 12.3035 3.4525
H -9.8912 11.8711 2.9500
H -8.5560 9.8443 1.8859
H -6.1303 9.7473 2.2705
H -6.1260 11.3997 2.7378
H -8.4454 10.7863 -0.0438
H -7.2010 9.5871 -0.1991
H -7.0187 11.0241 -1.1089
H -7.7264 8.8289 3.9911
H -7.2855 10.2861 4.5036
C -7.9586 3.2924 3.0042
C -6.7844 3.6272 1.9838
C -7.0861 4.8938 1.1345
O -7.6501 5.9307 1.8844
C -8.4074 6.9001 1.1005
N -5.5335 3.7410 2.6021
H -8.0970 4.1054 3.7169
H -7.7916 2.3194 3.4662
H -8.8560 3.1583 2.4002
H -6.4437 2.7811 1.3870
H -7.7733 4.6107 0.3372
H -6.1922 5.2173 0.6013
H -7.6639 7.4442 0.5180
H -8.8887 7.6967 1.6679
H -9.0593 6.4891 0.3297
H -5.4741 2.8908 3.1441
H -5.5427 4.3334 3.4201
C -7.8041 15.8712 3.5044
C -7.0770 16.1348 2.2331
C -7.5362 15.1280 1.1618
O -6.8390 15.5544 -0.0536
C -6.8163 14.6784 -1.1635
N -7.2169 17.5291 1.9689
H -7.5559 16.5484 4.3217
H -7.5466 14.8557 3.8052
H -8.8800 16.0356 3.4435
H -6.0183 15.9620 2.4264
H -8.6021 15.0785 0.9395
H -7.2787 14.0778 1.2996
H -7.3005 13.7101 -1.0368
H -5.7779 14.4083 -1.3552
H -7.2365 15.1647 -2.0439
H -7.1841 17.4915 0.9601
H -8.2092 17.6985 2.0508
```